Here is a 5-piece molecular cluster, C43H71F5N2O11P overall in a non-equilibrium geometry from the OMol25 dataset. Energies are from ωB97M-V/def2-TZVPD.

```
! wB97M-V def2-TZVPD RIJCOSX def2/J DEFGRID3
* xyz -1 1
C -4.79191 -5.22346 -0.53117
C -1.81938 2.47915 -5.11654
H 4.08336 0.47819 -4.05873
O 2.38966 -0.42295 -0.48352
C 2.10896 -4.00875 2.74377
H -3.94985 6.92386 -8.33482
C -2.01766 2.64971 -2.68360
H -1.69043 -2.46590 4.84472
H -5.32752 5.24896 7.99242
H 2.45455 -3.38610 3.55871
H 3.63224 -3.83049 1.26286
H 2.20722 0.33505 -7.16251
H -3.26073 5.60081 -6.38920
C 2.63361 -3.42888 1.40879
C 8.22090 -5.61986 0.05373
C 2.12190 1.63299 -2.14123
C 6.59369 -3.97978 0.61105
H -2.23302 -0.93293 -1.39964
H 2.56489 -4.98821 2.82384
H 0.72684 1.88401 -4.45580
C -4.53929 5.44072 5.27182
P 2.64245 -0.26959 -2.22613
H -6.44845 7.16188 7.08488
H -2.33427 3.34844 4.96349
C -3.64026 -4.25661 -0.76503
C 3.82823 -2.24762 -0.95465
C 2.16794 -0.36199 -6.33334
C -4.65543 6.00128 7.57795
C 0.10646 -2.50395 -0.88510
H -3.49597 4.31709 6.79306
C 6.80063 -5.48479 0.60310
N 2.25797 0.36446 -5.06499
H -0.12023 -0.38215 -0.81111
C -0.14155 2.22413 -1.27248
C -5.09405 6.64774 -5.73979
H -1.38270 -2.31210 3.11191
H 4.21577 0.21214 1.25382
O -1.03313 2.60138 6.30972
H -0.08252 0.18997 7.39683
O -5.53371 6.35300 5.42415
H -4.90336 -5.43258 0.52831
O 7.51620 -3.38778 -0.18139
C -0.92304 -2.37091 4.08636
H 3.59866 -3.29224 -0.77036
O -2.92080 -4.66301 -1.84196
H 9.34994 -3.99753 -0.89543
C -3.72517 5.35072 6.55321
C -5.44343 6.97864 6.71322
H -1.55679 -0.70322 5.95716
O -4.69094 8.46453 -7.17958
C 3.33076 -1.25871 0.12449
H 0.46891 -0.33346 -3.49047
H 2.01581 -3.78085 0.59198
H 0.76339 -3.42565 4.85026
H -2.73445 -6.47401 -2.80321
H -1.75186 -2.10647 -2.60951
H 8.40574 -6.54494 -0.48891
H -3.04487 2.92106 -2.82615
H -0.63936 -4.41007 4.56296
H -2.99977 7.05695 -5.43757
H -0.05723 -0.53147 3.43450
C 0.57747 -4.15078 2.81181
C -5.55479 8.00573 -6.24098
O 3.24336 -1.94941 -2.17958
H -0.77358 2.97373 4.29250
C -0.02777 -3.61810 4.13904
H -5.70568 -4.77157 -0.91893
H 0.23813 2.16163 -0.27332
C 0.24597 1.99890 6.35342
O -6.53214 8.61542 -5.91967
H 5.20439 -1.06412 0.87707
F -2.04217 3.74863 -5.49459
H -5.20099 6.58228 -4.66117
H -3.74233 -7.09683 -0.72197
C 3.21097 -0.17069 -4.07194
C -0.09593 -1.14820 -1.57460
H -2.07612 2.76422 -0.58798
H -2.80107 5.91395 6.41995
C -1.27441 3.36814 5.16372
C -3.63602 6.60119 -6.19672
C -4.36599 -6.44913 -1.33929
H 0.95779 -3.01435 -1.31673
H 3.55632 -1.15435 -4.34902
H -1.58871 -0.37258 -2.95168
H 2.95133 -1.09955 -6.44274
C 0.10736 2.07246 -3.59924
C 8.33341 -4.37604 -0.82293
H 1.71791 -1.52509 1.57490
H 6.05825 -5.93003 -0.06067
H -5.19334 -7.04443 -1.72132
H -4.13965 6.48253 8.40630
C 2.71395 -1.90787 1.40233
O -4.36578 4.85183 4.24861
H -0.99022 4.41276 5.27968
H 0.32093 -5.20124 2.76099
H 1.16275 0.12351 6.16099
H 2.48851 1.32155 -5.26809
H -0.77088 -3.12899 -0.99647
H 0.13259 -3.64549 1.97093
H 0.87249 -1.29256 4.68859
H 4.90084 -2.08358 -1.02648
C -1.21002 2.39304 -3.76406
C -0.13756 -1.07675 4.36542
N 4.49315 -0.43431 0.52877
C -0.82344 -0.15026 5.38728
C -3.52138 -5.81708 -2.44127
C -1.46986 2.55388 -1.43956
H 3.31981 -1.63057 2.25360
H 0.87871 2.34612 5.54682
C 0.66632 1.97045 -2.34703
H 3.98340 0.16663 -1.90979
H 8.93888 -5.56128 0.87296
C -3.67029 7.48145 -7.43830
H 7.94636 -4.54112 -1.83054
O 5.74293 -3.36649 1.18019
O -3.38092 -3.26859 -0.15268
C 0.91337 -0.90231 -2.68731
F -1.10359 1.89778 -6.06893
H -1.35145 0.62863 4.85751
H 0.71403 2.33761 7.27492
F 2.85954 2.40822 -3.01524
H -5.70012 5.87792 -6.21917
H -2.72875 7.99202 -7.62343
H 1.20118 -0.85237 -6.40747
H 6.69122 -5.89000 1.60442
F 2.46846 2.13887 -0.91666
H -4.93119 7.93630 6.59718
H 1.12160 -1.87606 -3.11244
H 0.25348 -2.36319 0.17157
F -3.02470 1.89180 -5.14920
C 0.16713 0.48603 6.38809
H -4.12570 -5.49022 -3.29079
C -1.52131 -1.13749 -2.18874
*
```

**E**: -94122.20994 eV
**F_max**: 1.4 eV Å⁻¹

Here is a 8-piece molecular cluster, C43H72N9 overall in a non-equilibrium geometry from the OMol25 dataset. Energies are from ωB97M-V/def2-TZVPD.

```
! wB97M-V def2-TZVPD RIJCOSX def2/J DEFGRID3
* xyz 1 1
H 1.12712 -2.72982 -5.08718
C 4.57459 -3.94914 5.84064
H -5.26562 -0.08440 3.51806
H -0.81924 -0.04406 1.65943
H 5.66385 2.03410 0.56235
H -2.47776 -3.04265 -2.82669
H -1.90086 -1.45320 -4.04538
H 8.91112 6.00495 2.45422
C -0.91816 -0.08165 -5.94430
H -8.59731 1.17554 -0.04726
H 9.32940 3.65307 3.51976
C 6.90976 -0.61672 2.43456
C 6.82935 -2.10194 2.54961
H -2.47806 -1.34697 -7.05776
N -4.37262 -2.70728 5.09378
H 0.87089 -0.53504 1.06605
H -5.88145 -2.62103 1.88072
H 2.76186 -2.21983 4.58863
C 8.87835 -2.17904 4.06107
C 0.33606 -1.53995 -3.61255
H 9.25632 -2.54911 5.01628
H -2.27110 -5.25340 -1.53739
H 1.75962 -1.22219 -5.18032
H 10.12773 2.41210 2.54289
C -5.65689 -1.09138 3.40855
C 3.74378 2.92917 0.19425
H -5.04600 3.43118 -5.33529
H -2.63411 -0.04689 -2.24465
H 8.45611 2.84273 2.20764
H -3.91378 -1.99911 0.50923
H -5.88909 4.09053 -2.94956
H -3.54818 -0.65415 1.60232
C -8.69826 1.52179 0.98444
H -6.24144 3.22315 -6.62387
C -2.34960 -0.30688 -6.61944
C 7.63473 5.12180 1.01390
H -3.62976 0.97184 -5.17946
C -6.95367 2.26395 -2.83009
H -5.63586 -0.37377 -5.12396
C -7.71044 0.79987 1.83191
C -0.11418 -1.45996 -6.10597
C -1.07983 -0.78139 -3.61333
H 2.64959 -3.78333 3.75931
H -6.70433 -1.07508 3.67336
H 1.04767 -0.80788 -3.10622
C -1.86121 -4.31055 -1.08701
N -6.92346 0.23578 2.46752
H 9.39400 6.27301 0.77463
H 9.48973 -2.60995 3.26343
H 9.01895 -1.09536 4.05486
N 6.58537 4.80153 0.65886
N 6.97126 0.53143 2.34445
C -3.99777 -1.65058 1.54161
H -6.09322 2.00082 -5.36841
H 3.66152 3.39957 1.17659
H -7.44390 3.25826 0.69192
C 8.99351 5.53398 1.47185
H -7.06613 4.88840 -5.00657
C -8.44823 3.03021 1.06219
C -6.87024 3.69795 -3.22751
H -8.43372 4.66485 2.47808
H 3.20147 0.24204 0.92537
H -4.70064 -1.95343 -5.73947
H -3.40983 -2.33138 2.16191
H 2.72829 -3.40663 6.80271
H 6.83422 -2.11997 4.71055
H -7.85649 3.14793 3.15578
N -7.02000 1.15376 -2.52525
H 4.96903 -2.93124 5.79752
C 4.66631 1.70999 0.25779
C 5.03152 -4.70066 4.63470
H -0.92367 0.46699 -1.80288
C 4.17249 0.64479 1.22896
C -5.46020 -1.61380 1.96762
H -9.70897 1.28345 1.32474
H -9.59005 3.38597 2.87514
H -6.00558 -0.98046 1.27893
H 10.01296 3.87025 0.54067
H -0.15959 -3.02483 1.82748
C 9.91708 4.31433 1.53586
C -6.05680 3.07630 -5.55787
C -0.77422 -1.66935 0.10118
H -9.15701 3.54252 0.40578
H 4.76259 1.26551 -0.73808
C 9.42510 3.24729 2.50860
C -1.97178 -2.99738 -1.81768
H -8.09155 3.45970 -4.99215
C -1.42081 -1.70173 -1.24903
C -0.20540 -0.36396 0.75695
H 4.14510 3.66814 -0.50185
H 4.87074 -0.18842 1.26363
H -1.06173 -5.26643 0.77829
C -4.69544 -0.84731 -5.54635
H 4.07641 1.05052 2.23961
C -1.55769 -0.40161 -2.14438
C 7.41072 -2.55703 3.88942
H -2.41073 0.40973 -7.50423
H -7.62791 4.26369 -2.68108
C -7.09566 3.83050 -4.73348
C -3.60405 -0.03171 -5.71443
H 4.97839 -4.43113 6.73355
N -0.91222 0.36835 -4.53435
C 2.38586 2.51349 -0.26426
N 1.33667 2.18977 -0.62034
N 5.37946 -5.28563 3.70302
N 0.87120 -1.72768 -5.01218
H -0.84100 -2.33554 -6.10450
C -4.92937 -2.00659 4.36277
C 2.41401 -3.25262 4.68538
H -0.21951 0.53911 0.05140
H 7.37767 -2.55415 1.71986
H -1.55030 1.14187 -4.34591
C 3.04452 -3.93076 5.89725
C -8.59172 3.58439 2.47583
H 2.66466 -4.95383 5.96899
H 10.91546 4.63999 1.83980
H 0.29627 -2.54290 -3.10688
H 0.42824 -1.49801 -7.10361
H 7.31150 -3.64054 3.96842
C -0.66718 -2.99599 0.82592
H 5.78311 -2.40815 2.47125
C -1.17417 -4.27360 0.24446
H 1.32640 -3.23697 4.78250
H -0.34299 0.68317 -6.55823
*
```

**E**: -59157.24268 eV
**F_max**: 7.0 eV Å⁻¹

Lowest unoccupied orbital energy list, top to bottom, in eV: 2.0 -2.8
HOMO list, top to bottom, in eV: -3.9 -10.8